Computed, not measured: C28H42BrN3P2V as an isolated structure in a non-equilibrium geometry, with ωB97M-V/def2-TZVPD.

Computed properties:
multiplicity	2
E_HOMO (spin up / spin down)	-19.27 / -19.27	eV
charge	+4
HOMO-LUMO gap (spin up / spin down)	0.1817 / 0.1539	Eh
total energy	-5455.2167	hartree
E_LUMO (spin up / spin down)	-14.3 / -15.1	eV

Element x y z (Å)
1 C -0.894 5.132 -4.104
2 C -1.196 3.928 -4.797
3 C -1.258 3.991 -6.208
4 C -0.748 5.142 -6.852
5 N -0.274 6.204 -6.177
6 C -0.350 6.192 -4.835
7 C -1.286 2.666 -4.139
8 C -2.101 1.836 -3.380
9 C -2.530 1.454 -2.049
10 C -1.645 0.457 -1.558
11 C -2.041 -0.350 -0.496
12 C -3.354 -0.253 0.056
13 C -4.084 0.933 -0.207
14 C -3.692 1.773 -1.273
15 V -0.305 1.191 -3.570
16 P 2.456 -0.640 -1.411
17 H -1.647 3.179 -6.814
18 H -0.995 5.251 -3.033
19 H -0.710 5.203 -7.959
20 H 0.060 7.085 -4.337
21 H -4.293 2.658 -1.542
22 H -0.872 -0.082 -2.313
23 H -4.985 1.087 0.375
24 H -1.424 -1.191 -0.205
25 C 2.293 -2.009 -0.164
26 C 2.893 -3.363 -0.477
27 H 1.208 -2.097 0.011
28 H 2.736 -1.594 0.754
29 H 2.724 -4.016 0.385
30 H 2.439 -3.840 -1.349
31 H 3.969 -3.317 -0.660
32 C 3.302 -1.350 -2.866
33 C 3.728 -0.322 -3.912
34 H 2.628 -2.087 -3.312
35 H 4.159 -1.897 -2.464
36 H 4.115 -0.860 -4.795
37 H 2.887 0.315 -4.245
38 H 4.519 0.338 -3.521
39 C 3.908 0.242 -0.655
40 C 5.254 -0.471 -0.578
41 H 3.564 0.537 0.349
42 H 4.094 1.167 -1.217
43 H 5.958 0.205 -0.068
44 H 5.191 -1.404 -0.007
45 H 5.674 -0.690 -1.571
46 Br -4.160 -1.653 0.908
47 P -1.268 -0.879 -4.180
48 C 0.401 -1.827 -3.718
49 C 0.492 -3.354 -3.720
50 H 0.615 -1.472 -2.674
51 H 1.168 -1.379 -4.379
52 H 1.526 -3.699 -3.529
53 H -0.126 -3.804 -2.931
54 H 0.203 -3.765 -4.689
55 C -2.602 -1.845 -3.248
56 C -3.650 -2.894 -3.686
57 H -3.191 -0.984 -2.913
58 H -2.121 -2.245 -2.340
59 H -4.233 -3.188 -2.797
60 H -4.390 -2.479 -4.386
61 H -3.244 -3.830 -4.098
62 C -2.308 -0.231 -5.645
63 C -3.291 -0.935 -6.592
64 H -1.605 0.354 -6.260
65 H -2.883 0.470 -5.034
66 H -3.812 -0.132 -7.147
67 H -2.799 -1.525 -7.381
68 H -4.073 -1.562 -6.139
69 N -0.147 2.856 -1.013
70 C 0.610 3.649 -0.229
71 C 1.925 3.314 -0.521
72 C 1.888 2.357 -1.541
73 N 0.600 2.096 -1.872
74 H -1.144 2.770 -0.875
75 H 0.138 4.339 0.471
76 H 2.806 3.696 -0.069
77 H 2.708 1.817 -2.010